Record 1
Entry from the OMol25 dataset: a 2-piece molecular cluster, C20H37Cl2N4O7P2 overall (ωB97M-V/def2-TZVPD).

Calculated values
Total energy in eV: -85249.18002
Gap between HOMO and LUMO in eV: 6.935
Total charge: +1
Multiplicity: 1
LUMO energy in eV: -3.39

Geometry (Å):
C1 5.90390 -2.33623 -1.84978
C2 4.54615 -2.53647 -2.43931
Cl1 4.26071 -4.13844 -3.03786
C3 3.56408 -1.63442 -2.55952
Cl2 3.87419 -0.00220 -2.05288
C4 2.19342 -1.97818 -3.16075
C5 1.32066 -0.75998 -3.49891
N1 0.15174 -0.61600 -2.56062
C6 -0.44337 0.76317 -2.65172
C7 -0.50791 1.35834 -4.06248
O1 -1.50144 2.35945 -3.98968
C8 0.57181 -0.97005 -1.14102
P1 -0.63706 -0.62175 0.19786
O2 -0.28942 -1.45912 1.34054
O3 -2.11597 -0.86854 -0.36445
O4 -0.58334 0.93993 0.41920
C9 0.92068 -2.47518 -1.08115
P2 2.14340 -2.72872 0.32052
O5 2.89391 -1.48238 0.60679
N2 1.49825 -2.96125 -2.33583
C10 0.68130 -3.91001 -3.02477
C11 -0.12679 -3.60138 -4.11236
C12 -0.89083 -4.60966 -4.68352
N3 -0.90159 -5.85476 -4.23480
C13 -0.12718 -6.14642 -3.19206
C14 0.68252 -5.21536 -2.56732
H1 6.17574 -3.20350 -1.24670
H2 6.64700 -2.24894 -2.64702
H3 5.93282 -1.45065 -1.21879
H4 2.39873 -2.48585 -4.10628
H5 0.91365 -0.85430 -4.50419
H6 1.87433 0.17166 -3.44750
H7 -0.56128 -1.29756 -2.83068
H8 0.13427 1.39988 -1.98169
H9 -1.46697 0.71919 -2.27880
H10 0.44778 1.81723 -4.32697
H11 -0.75231 0.59346 -4.80596
H12 -2.05566 2.34753 -4.77598
H13 1.44867 -0.34762 -0.92657
H14 -2.22493 -1.28602 -1.22330
H15 -1.46238 1.34974 0.45022
H16 0.02152 -3.06163 -0.87177
H17 2.90904 -3.76704 -0.23299
H18 1.41490 -3.28418 1.37130
H19 -0.16245 -2.61183 -4.55859
H20 -1.52257 -4.39284 -5.53854
H21 -0.14254 -7.17468 -2.84762
H22 1.31998 -5.48951 -1.73558
C15 -0.78358 0.96619 4.78576
O6 -0.24486 2.26120 4.97010
C16 -0.05102 2.99866 3.77252
C17 -1.01208 4.15906 3.66501
N4 -2.37032 3.68079 3.43851
C18 -3.39883 4.71628 3.47869
C19 -3.62169 5.44269 4.79849
O7 -4.13877 4.61602 5.81980
C20 -3.18217 3.94072 6.61258
H23 -0.73581 0.45012 5.74184
H24 -1.82820 0.99793 4.45440
H25 -0.19928 0.40594 4.04844
H26 -0.15900 2.33969 2.90404
H27 0.97523 3.37606 3.78324
H28 -0.71800 4.78208 2.81434
H29 -0.90871 4.76849 4.57244
H30 -2.58748 2.97976 4.13644
H31 -4.34664 4.25357 3.19407
H32 -3.16488 5.46219 2.71176
H33 -4.37256 6.21697 4.62326
H34 -2.71370 5.94899 5.14867
H35 -2.26539 4.52773 6.71931
H36 -2.92134 2.95787 6.20724
H37 -3.62010 3.79402 7.59895

---

Record 2
Entry from the OMol25 dataset: C20H37Cl2NOPRuS5 as an isolated structure (ωB97M-V/def2-TZVPD).

Calculated values
Energy relative to the best compared isomer or geometry (same formula, charge and spin) in eV: 0.065
Total energy in eV: -115968.57905
Gap between HOMO and LUMO (alpha / beta) in eV: 7.002 / 5.870
⟨S²⟩: 8.781
Multiplicity: 6
LUMO energy (alpha / beta) in eV: 0.07 / -1.87

Geometry (Å):
Ru1 -1.67086 0.09616 0.90018
S1 -2.50585 4.17761 7.12327
C1 -2.28422 3.28851 5.77484
S2 -2.20594 3.96363 4.17992
C2 -1.99016 2.49009 3.27814
C3 -1.96693 1.31101 4.05578
S3 -1.77627 -0.26079 3.49304
S4 -2.15216 1.56055 5.77032
S5 -1.82939 2.58812 1.60708
Cl1 -3.79713 -1.73954 1.13314
C4 -3.82564 -2.96150 -0.16801
Cl2 -2.74468 -2.56838 -1.49448
H1 -4.84442 -3.01307 -0.53508
H2 -3.50947 -3.89838 0.27781
C5 1.33609 -3.28065 -1.02307
C6 1.74418 -1.90700 -1.57650
C7 0.82662 -1.64128 -2.78361
C8 3.19728 -1.99203 -2.05163
P1 1.37776 -0.61554 -0.25081
N1 -0.17140 -0.39747 -0.20865
C9 2.05086 -1.20043 1.41095
C10 1.99890 -0.00491 2.37540
C11 3.47581 -1.75917 1.39666
C12 1.11553 -2.27589 1.99466
C13 2.24959 0.99269 -0.72320
C14 1.90138 1.31150 -2.18527
C15 1.66702 2.13977 0.11831
C16 3.77353 0.99151 -0.58522
H3 1.34326 -3.99642 -1.84772
H4 0.33104 -3.25775 -0.60091
H5 2.03101 -3.64902 -0.27171
H6 0.77743 -2.55086 -3.38570
H7 1.19613 -0.84727 -3.42626
H8 -0.18070 -1.38882 -2.45280
H9 3.28450 -2.82886 -2.74965
H10 3.89966 -2.17301 -1.23833
H11 3.51641 -1.09665 -2.58438
H12 2.76448 0.73884 2.16061
H13 2.17749 -0.37388 3.38739
H14 1.02214 0.48219 2.36850
H15 4.20681 -1.06612 0.98442
H16 3.54159 -2.69697 0.84678
H17 3.77061 -1.97075 2.42802
H18 0.06485 -2.02095 1.84777
H19 1.29488 -2.34300 3.06900
H20 1.29236 -3.26107 1.57262
H21 0.82551 1.27238 -2.35793
H22 2.39266 0.64484 -2.89053
H23 2.24406 2.32495 -2.40369
H24 0.58754 2.04571 0.23133
H25 1.87421 3.08597 -0.38625
H26 2.10533 2.19895 1.11109
H27 4.25077 0.18651 -1.14591
H28 4.09551 0.92685 0.45266
H29 4.15545 1.93631 -0.98120
C17 -4.71428 2.18798 -2.02833
C18 -3.30141 2.54862 -2.48143
C19 -2.49377 1.34502 -2.01457
O1 -3.20583 0.80587 -0.88111
C20 -4.43885 1.51614 -0.69420
H30 -5.17042 1.48073 -2.72365
H31 -5.37058 3.05150 -1.93200
H32 -2.96248 3.45364 -1.97459
H33 -3.22104 2.70797 -3.55581
H34 -1.47888 1.58650 -1.69593
H35 -2.43887 0.55847 -2.77387
H36 -4.31412 2.25153 0.10811
H37 -5.19449 0.78875 -0.39383

---

Record 3
Entry from the OMol25 dataset: a 3-piece molecular cluster, C20H37I2N5O6P overall (ωB97M-V/def2-TZVPD).

Calculated values
Total energy in eV: -66563.67378
Gap between HOMO and LUMO in eV: 7.505
Total charge: +1
Multiplicity: 1
LUMO energy in eV: -3.96

Geometry (Å):
C1 5.30386 0.05028 2.72333
C2 5.14086 1.00754 1.55522
O1 4.57979 0.36951 0.42336
C3 5.43102 0.29725 -0.70638
C4 4.63893 -0.15206 -1.93718
C5 3.31881 -0.83054 -1.61252
C6 2.38532 -0.90339 -2.80546
C7 1.66456 0.41218 -3.14793
C8 0.55748 0.63859 -2.17666
C9 -0.65147 -0.06302 -2.40414
C10 -0.93151 -0.91607 -3.60937
C11 -1.64618 0.06555 -1.49142
N1 -1.52856 0.82771 -0.38280
C12 -2.67807 0.82190 0.48266
I1 -3.95262 2.44820 0.32380
C13 -2.98428 -0.21351 1.26238
C14 -4.20540 -0.33019 2.11129
I2 -1.68407 -1.84431 1.34969
C15 -0.40783 1.55538 -0.12639
C16 -0.40417 2.34660 1.13797
C17 -0.01661 1.49267 2.36750
C18 0.64836 1.47073 -1.03399
P1 2.13322 2.49876 -0.74739
O2 3.23949 2.25570 -1.66699
O3 1.57218 3.99538 -0.74084
O4 2.42914 2.30888 0.79214
H1 6.11286 0.35101 3.38039
H2 5.50964 -0.94431 2.33750
H3 4.38801 -0.00936 3.30396
H4 4.46538 1.81882 1.82855
H5 6.09852 1.45768 1.29568
H6 5.87349 1.27590 -0.89305
H7 6.24513 -0.40214 -0.50350
H8 5.25369 -0.85630 -2.49566
H9 4.47609 0.69708 -2.59461
H10 2.83054 -0.32885 -0.77878
H11 3.50301 -1.85057 -1.27958
H12 2.92592 -1.20631 -3.70159
H13 1.64680 -1.68035 -2.61967
H14 2.35843 1.23450 -3.18452
H15 1.23235 0.30611 -4.14120
H16 -1.66242 -1.67846 -3.35919
H17 -1.37492 -0.30481 -4.39376
H18 -0.04606 -1.38153 -4.01008
H19 -2.59361 -0.43445 -1.60777
H20 -4.24078 -1.27923 2.62705
H21 -5.09708 -0.25517 1.49023
H22 -4.25206 0.46692 2.85243
H23 0.25764 3.19189 1.04572
H24 -1.39313 2.75532 1.30192
H25 0.09290 0.44440 2.11695
H26 0.93322 1.82224 2.77042
H27 -0.76943 1.57795 3.14341
H28 1.14336 4.22980 -1.57305
H29 2.90410 3.07483 1.14682
C19 -7.18113 1.33785 3.55002
O5 -6.19360 0.92106 4.13447
N2 -7.05420 2.01035 2.35986
N3 -8.44947 1.15761 4.01077
H30 -7.81732 2.35120 1.80712
H31 -6.10413 2.13718 2.06818
H32 -8.55728 0.66679 4.87870
H33 -9.26449 1.49882 3.53845
C20 -0.77763 -5.79989 -1.55097
O6 -0.22325 -6.54562 -2.32900
N4 -1.11248 -4.50878 -1.89775
N5 -1.11492 -6.16863 -0.27662
H34 -1.56326 -3.86267 -1.27913
H35 -0.88339 -4.22390 -2.83062
H36 -0.88659 -7.10445 0.00241
H37 -1.59070 -5.56922 0.36917

---

Record 4
Entry from the OMol25 dataset: C20H37N2O2P2SiTi as an isolated structure in a non-equilibrium geometry (ωB97M-V/def2-TZVPD).

Calculated values
Energy relative to the best compared isomer or geometry (same formula, charge and spin) in eV: 0.000
Total energy in eV: -77982.71201
Gap between HOMO and LUMO (alpha / beta) in eV: 5.056 / 8.543
Total charge: +1
⟨S²⟩: 2.025
Multiplicity: 3
LUMO energy (alpha / beta) in eV: -2.49 / -2.51

Geometry (Å):
Ti1 -0.36973 -0.54435 -0.33726
P1 -2.71412 -0.14947 -0.92722
C1 -2.39063 0.20989 -2.70080
C2 -1.04609 0.87343 -2.95861
N1 -0.01294 0.61886 -2.09936
C3 1.25432 0.95147 -2.46252
C4 1.51220 1.64433 -3.64057
C5 0.47901 1.90966 -4.53014
C6 -0.79924 1.49077 -4.18380
C7 2.38396 0.58273 -1.50921
P2 2.51943 -1.11295 -0.84740
H1 -1.62888 1.60848 -4.88203
H2 2.53767 1.94615 -3.85998
H3 0.67155 2.44299 -5.46735
H4 3.33518 0.64441 -2.07084
H5 2.43202 1.28854 -0.65673
H6 -2.44881 -0.73342 -3.25596
H7 -3.21167 0.85065 -3.07650
H8 -1.01178 -2.67167 -2.99245
O1 -1.77097 -3.04752 -3.48035
H9 -1.51280 -2.83506 -4.39647
H10 1.47946 -1.48196 0.04065
O2 -0.38347 -2.32823 -0.49853
H11 -0.33217 -3.28021 -0.69537
C8 2.62590 -2.31180 -2.17376
H12 3.60378 -2.17781 -2.65537
H13 2.56804 -3.33240 -1.75833
H14 1.83271 -2.14699 -2.92452
C9 3.88577 -1.24068 0.28147
H15 3.66167 -2.02438 1.01476
H16 4.77436 -1.52292 -0.28921
H17 4.03191 -0.28285 0.78580
C10 -3.81251 1.21921 -0.47717
H18 -4.63895 1.23843 -1.20601
H19 -4.21144 1.10264 0.54145
H20 -3.25288 2.16338 -0.53881
C11 -3.76233 -1.63790 -0.92197
H21 -3.95311 -1.99906 0.10137
H22 -4.72509 -1.42421 -1.40470
H23 -3.25470 -2.42277 -1.49560
C12 -2.56243 -0.89031 2.42294
Si1 -1.27906 0.45350 2.64624
C13 -1.93658 2.20028 2.47709
C14 -0.65939 0.33935 4.41472
N2 0.03847 0.17302 1.46906
C15 1.28293 0.53227 2.02954
C16 1.78732 1.85599 1.96871
C17 2.88063 2.19815 2.76822
C18 3.50318 1.26422 3.58264
C19 3.03768 -0.04695 3.60285
C20 1.96394 -0.42308 2.81370
H24 -2.96318 -1.09552 3.42766
H25 -2.12404 -1.82199 2.03689
H26 -3.40930 -0.59435 1.79178
H27 -2.66344 2.39271 3.27700
H28 -1.12003 2.92173 2.59459
H29 -2.41889 2.39714 1.51704
H30 -0.24530 -0.65167 4.64160
H31 0.11457 1.08556 4.64141
H32 -1.49820 0.51346 5.10630
H33 1.26435 2.59071 1.33867
H34 3.24803 3.22049 2.77490
H35 4.33975 1.55191 4.21446
H36 3.48966 -0.79528 4.23867
H37 1.58471 -1.44881 2.81271

---

Record 5
Entry from the OMol25 dataset: C20H38B4F16N4O4V as an isolated structure in a non-equilibrium geometry (ωB97M-V/def2-TZVPD).

Calculated values
Total energy in eV: -107397.75630
Gap between HOMO and LUMO in eV: 7.453
Total charge: +1
Multiplicity: 1
LUMO energy in eV: -4.20

Geometry (Å):
O1 -2.06824 10.90044 14.16387
V1 -1.07584 11.86738 14.93794
O2 -1.38206 11.78499 16.51801
C1 2.95767 15.95526 19.33015
N1 2.29617 14.63849 19.51252
C2 0.95957 14.49461 19.39171
C3 0.40166 13.27051 19.65178
C4 1.15398 12.17033 20.04357
C5 2.51289 12.39582 20.21736
C6 3.06041 13.60425 19.85330
C7 0.49802 10.88487 20.34389
C8 0.72965 10.16998 21.51703
C9 0.15909 8.92271 21.65562
N2 -0.76411 8.48685 20.79924
C10 -0.96839 9.10982 19.62737
C11 -0.46659 10.37974 19.45957
C12 -1.44527 7.18632 21.04107
H1 2.74490 16.30033 18.32364
H2 4.03210 15.87321 19.43969
H3 2.54380 16.59049 20.10984
H4 0.42596 15.37068 19.06092
H5 -0.66156 13.20961 19.44789
H6 3.15820 11.59160 20.54332
H7 4.10582 13.76221 20.06588
H8 1.43674 10.48541 22.27063
H9 0.31257 8.35439 22.56154
H10 -1.65121 8.70119 18.89650
H11 -0.76018 10.86827 18.53860
H12 -2.48312 7.27512 20.74246
H13 -1.35899 7.00015 22.10524
H14 -0.93942 6.43039 20.44676
C13 -4.56717 12.44317 12.02388
C14 -3.93896 13.25894 10.92690
C15 -3.48743 14.65087 11.33711
O3 -3.09630 15.48260 10.28785
C16 -4.10344 15.76759 9.35850
N3 -2.81304 12.48483 10.26295
H15 -2.41893 13.08043 9.52678
H16 -1.99039 12.39482 10.90679
H17 -3.02888 11.52981 9.98582
H18 -5.12885 13.12318 12.67249
H19 -3.87709 11.94099 12.69421
H20 -5.31604 11.72143 11.68675
H21 -4.62158 13.37174 10.07914
H22 -2.64835 14.53110 12.02208
H23 -4.29967 15.10888 11.90780
H24 -4.53759 14.95236 8.76658
H25 -3.69833 16.44605 8.60839
H26 -4.91353 16.30712 9.86311
C17 -4.46706 9.45997 15.67439
C18 -5.87379 9.22871 16.17123
C19 -6.70845 10.47671 16.25238
O4 -7.49915 10.42684 17.41870
C20 -8.44133 11.47676 17.43109
N4 -6.60950 8.17937 15.32941
H27 -7.01143 8.63023 14.50423
H28 -5.92282 7.49533 14.99880
H29 -7.34197 7.75827 15.90059
H30 -4.46287 9.75818 14.62693
H31 -3.88700 8.52995 15.74564
H32 -3.86860 10.11070 16.30940
H33 -5.79773 8.75127 17.14670
H34 -7.27130 10.70951 15.33311
H35 -6.09486 11.38342 16.33864
H36 -9.02513 11.47735 18.34956
H37 -9.14198 11.40974 16.59017
H38 -7.96301 12.46503 17.39964
B1 -3.26631 14.03468 15.13481
F1 -3.92809 15.05837 14.42481
F2 -4.16885 13.00912 15.47741
F3 -2.23795 13.50842 14.25160
F4 -2.64330 14.58651 16.26757
B2 0.17535 9.15106 16.06790
F5 0.52601 8.07093 15.25311
F6 0.37285 10.39757 15.36072
F7 -1.19537 8.99649 16.45399
F8 0.99357 9.17814 17.22788
B3 -0.04797 12.13885 11.77075
F9 -0.43893 11.14639 10.83046
F10 0.99184 12.88668 11.26760
F11 -1.18005 12.97616 11.97770
F12 0.31012 11.52994 12.99868
B4 1.61781 14.01563 15.82537
F13 0.91568 14.91786 16.65598
F14 2.36355 13.15711 16.67026
F15 0.63516 13.23104 15.15087
F16 2.39885 14.69907 14.92569

---

Record 6
Entry from the OMol25 dataset: C20H38F9INO11P2S as an isolated structure in a non-equilibrium geometry (ωB97M-V/def2-TZVPD).

Calculated values
Total energy in eV: -107341.40827
Gap between HOMO and LUMO in eV: 5.480
Total charge: -1
Multiplicity: 1
LUMO energy in eV: 1.64

Geometry (Å):
N1 -0.69747 -1.12348 6.28600
C1 -1.98524 -0.74256 6.87238
C2 -2.48914 0.61917 6.36244
O1 -3.77472 0.83940 6.95745
C3 -2.57222 0.62921 4.85279
C4 -2.65589 2.04503 4.25880
I1 -3.62824 1.90720 2.30913
S1 -1.03310 2.65409 4.03247
O2 -0.29913 2.31608 5.23785
O3 -0.29310 2.18008 2.87732
C5 -1.15569 4.53136 4.03043
F1 -0.70366 4.96176 5.21513
F2 -2.46015 4.86825 3.95370
C6 -0.43050 5.24015 2.86709
F3 0.89296 5.14215 3.09030
F4 -0.68487 4.65956 1.68761
C7 -0.83264 6.74312 2.65887
F5 0.05467 7.20354 1.73078
F6 -2.03661 6.86149 2.11029
C8 -0.65185 7.66496 3.88906
F7 -1.70089 7.54346 4.70598
F8 -0.65081 8.94875 3.48163
F9 0.47809 7.45222 4.54236
H1 0.05778 -0.53881 6.61498
H2 -0.50483 -2.09070 6.49801
H3 -1.88991 -0.73241 7.97060
H4 -2.71895 -1.49616 6.57061
H5 -1.81422 1.37280 6.77279
H6 -3.78653 0.43474 7.82680
H7 -1.72766 0.07589 4.43225
H8 -3.47394 0.08135 4.57398
O4 -3.63486 -2.48531 0.72275
P1 -3.11990 -2.81207 -0.63490
O5 -2.25575 -4.19058 -0.41077
C9 -2.93450 -5.36113 0.02996
C10 -3.75491 -5.99043 -1.08314
O6 -1.90840 -1.72253 -0.75244
C11 -2.01974 -0.40767 -0.16479
C12 -1.10786 -0.28772 1.03159
O7 -3.25336 -2.95134 -2.25998
C13 -2.20273 -2.65773 -3.18001
C14 -1.08619 -3.67563 -3.18125
H9 -3.56671 -5.12671 0.89097
H10 -2.16810 -6.06076 0.36544
H11 -4.56393 -5.32604 -1.39739
H12 -4.19288 -6.93372 -0.75243
H13 -3.13447 -6.17805 -1.95981
H14 -3.04921 -0.18484 0.10927
H15 -1.72013 0.31169 -0.93256
H16 -1.32414 -1.06098 1.77053
H17 -1.20734 0.68674 1.50723
H18 -0.06597 -0.42380 0.72809
H19 -1.82209 -1.64907 -3.03755
H20 -2.67721 -2.65795 -4.16512
H21 -0.48793 -3.60510 -2.27366
H22 -0.42475 -3.50308 -4.03272
H23 -1.47864 -4.69084 -3.24416
O8 4.25350 -2.52449 -3.73086
P2 4.36555 -1.05824 -3.96920
O9 2.82545 -0.53933 -4.08303
C15 1.96723 -0.65417 -2.93966
C16 2.29700 0.38567 -1.88581
O10 4.78922 -1.08118 -5.56257
C17 5.60857 -2.12948 -6.07843
C18 4.78474 -3.03726 -6.96715
O11 5.04395 0.40025 -3.72952
C19 5.26689 1.38625 -4.74127
C20 4.00240 2.06408 -5.21649
H24 2.02953 -1.66187 -2.52177
H25 0.94657 -0.50762 -3.29313
H26 3.29825 0.22496 -1.47596
H27 1.57962 0.34419 -1.06601
H28 2.28286 1.38763 -2.31509
H29 6.07920 -2.69552 -5.27495
H30 6.40626 -1.66188 -6.66262
H31 3.92715 -3.43633 -6.42620
H32 5.38436 -3.86971 -7.34009
H33 4.39259 -2.47871 -7.81879
H34 5.84278 0.98303 -5.57105
H35 5.90911 2.13432 -4.27073
H36 3.39494 1.39388 -5.82338
H37 4.25687 2.93289 -5.82619
H38 3.39555 2.39160 -4.37307